1.
C18H80BN3O20P | wB97M-V/def2-TZVPD

```
123
C18H80BN3O20P wB97M-V/def2-TZVPD
O 3.96 -0.72 4.91
O -0.74 -2.97 4.46
O -0.78 -2.44 9.37
H 4.00 -0.63 -2.94
H 1.78 1.60 -2.43
O 2.63 -7.52 6.24
H 2.19 7.28 -3.28
H 0.37 -0.65 -2.60
O -6.47 1.05 -3.56
H 1.70 7.59 -1.87
H -1.16 5.50 2.09
C -2.68 1.14 2.85
C 2.76 1.16 -2.77
C 0.17 -2.64 -1.53
H 2.47 -0.78 -3.91
H -0.90 1.07 -2.28
H 0.27 3.70 1.36
H 2.48 -8.43 5.98
H 0.89 0.74 -0.38
C -1.23 1.93 -1.62
H -1.09 -0.47 1.27
N -1.10 2.13 1.12
H 3.74 0.11 5.35
H -1.09 -7.34 7.39
H -2.08 -3.32 0.13
N -1.17 2.87 -3.94
H 2.71 -0.76 -0.76
C 2.29 -1.22 -1.71
H -2.70 4.55 1.98
H -0.31 -4.16 5.82
O 3.32 5.03 -4.14
C -1.89 0.31 3.75
H -4.91 -1.98 -1.26
H 3.78 5.56 -3.49
C 2.89 -0.40 -2.92
C 0.67 -1.15 -1.65
H -3.29 -1.41 -2.30
H -0.34 1.58 1.49
H 3.95 1.43 -5.21
H -0.69 -2.70 10.29
O -0.18 -4.40 6.76
H 4.00 -0.38 -7.09
C -1.98 2.85 -2.65
H -1.68 -1.17 -0.27
N -2.98 -0.43 -2.47
C -3.45 2.78 -0.10
H -1.98 3.94 -2.32
O -0.26 -6.95 7.70
O 2.13 6.90 -2.39
H -4.13 -1.85 3.25
H -3.64 -0.08 -3.18
H 2.18 4.61 2.65
H -3.91 3.02 0.92
O 1.87 -2.47 -5.29
O 2.00 5.27 1.97
H -3.27 -0.51 1.48
H 5.55 1.96 -4.50
H 5.29 3.61 -2.36
O 1.67 -2.21 7.84
O -4.98 -2.89 -1.60
C -0.84 3.54 1.08
H -2.93 2.17 3.24
H -4.36 2.57 -0.76
H -2.42 -0.43 4.42
H -0.19 2.77 -3.69
H 2.68 -2.27 -1.75
H 4.64 -1.11 5.47
H -7.28 1.05 -4.09
O -4.80 -0.01 -0.86
H -3.08 3.79 -0.43
H 1.39 -3.00 3.72
H -0.24 2.43 -1.36
H -1.39 4.03 3.21
H 2.73 -2.34 4.01
H -0.77 -1.48 -6.39
O 2.26 -2.86 3.33
H 2.58 -2.96 -5.71
H -0.54 -6.38 8.43
O -2.42 -3.21 1.03
H -5.78 -2.88 -2.12
C 0.37 -0.27 -0.34
O -0.35 -2.17 -6.92
H -1.62 -3.21 1.58
H 1.32 5.83 2.35
H 3.96 0.97 -7.78
H -1.47 2.00 -4.41
H -0.31 -1.79 -7.81
H 1.87 -7.30 6.79
H 2.46 4.88 -3.75
H 5.42 -1.70 -7.87
C -1.60 4.45 2.18
H 0.03 -3.02 -0.48
H -0.96 4.11 0.11
H -0.52 -3.24 8.88
H -6.41 1.95 -3.23
H -0.80 -2.71 -2.13
H 3.59 3.93 -1.76
H 4.28 3.20 -4.97
H -0.77 0.31 3.77
O -4.09 -2.08 4.19
C 4.44 2.17 -4.52
H -0.51 -2.14 4.89
H -1.70 -2.93 4.37
H -3.02 2.55 -2.96
H 6.38 -2.74 -7.33
H 4.54 2.55 -1.06
H 0.87 -3.36 -2.06
C -1.12 -0.27 0.15
B -3.38 0.28 -1.16
H 0.85 -2.61 7.53
H -4.24 -3.04 4.20
C 3.78 2.08 -3.08
H -4.31 0.94 1.47
P -2.19 1.33 -0.05
H 1.06 -2.79 -5.72
C -3.23 0.63 1.48
H 0.98 -0.82 0.46
H 0.46 -5.12 6.73
H 1.39 -1.65 8.56
H -5.34 0.36 -1.58
O 5.48 -2.42 -7.22
C 4.34 3.12 -2.01
O 4.16 0.05 -7.94
```

Output
* energy: -75341.6179 eV
* highest occupied orbital energy: -0.10126 hartree
* LUMO level: 1.70 eV
* gap between HOMO and LUMO: 4.5 eV
* relative energy (zero: lowest compared OMol25 entry of this formula, charge and spin): 60.8 kcal/mol
* net charge: -1

Mulliken population analysis, charges in e, atoms 1 to 99: O -0.624; O -0.657; O -0.619; H 0.377; H 0.276; O -0.644; H 0.322; H 0.098; O -0.586; H 0.274; H 0.462; C 0.489; C -0.073; C -1.504; H 0.084; H -0.121; H 0.490; H 0.300; H 0.075; C -0.094; H 0.157; N 0.063; H 0.302; H 0.298; H 0.255; N -0.879; H 0.349; C -1.144; H 0.252; H 0.297; O -0.598; C -1.431; H 0.426; H 0.302; C -0.458; C 1.647; H 0.284; H 0.269; H -0.013; H 0.298; O -0.484; H 0.380; C -0.697; H -0.836; N -0.394; C -1.393; H 0.262; O -0.605; O -0.606; H 0.337; H 0.224; H 0.317; H 0.376; O -0.508; O -0.650; H -0.267; H 0.320; H 0.287; O -0.622; O -0.693; C -0.300; H 0.473; H -0.037; H 0.249; H 0.299; H 0.559; H 0.306; H 0.272; O -1.114; H 0.437; H 0.330; H 0.435; H 0.220; H 0.311; H 0.317; O -0.622; H 0.229; H 0.304; O -0.628; H 0.265; C -1.742; O -0.653; H 0.294; H 0.309; H 0.324; H 0.326; H 0.313; H 0.331; H 0.306; H 0.340; C -1.430; H 0.074; H -0.066; H 0.292; H 0.315; H 0.149; H 0.130; H 0.315; H 0.044

2.
C19H10BrCl4IN2O2S3SbTl | wB97M-V/def2-TZVPD

```
44
C19H10BrCl4IN2O2S3SbTl wB97M-V/def2-TZVPD
C -4.95 0.34 1.87
S -0.24 -1.84 -2.27
C -2.87 -0.51 1.13
O 1.18 0.51 0.16
H -3.83 1.19 0.22
C -2.94 -1.50 2.13
C -5.00 -0.62 2.88
C 3.18 0.36 -3.08
C -0.54 2.74 2.44
Sb -1.43 -1.06 -4.25
H -4.01 -2.30 3.83
H 5.00 -2.93 -3.92
Cl -1.99 3.68 2.48
C 0.29 2.67 3.56
C 4.57 -0.93 -4.55
H -5.76 1.05 1.79
H -0.14 -2.08 0.61
H -5.84 -0.63 3.56
N -1.78 -2.24 1.98
C -1.09 -1.70 0.94
C -3.99 -1.56 3.04
C 1.46 1.92 3.51
Tl -0.55 0.56 -1.36
C 0.93 1.23 1.22
N -1.71 -0.69 0.41
H 2.62 -0.59 -1.24
C 1.76 1.21 2.34
H 5.12 -1.01 -5.48
H 3.78 -2.69 -1.77
S 0.45 -0.34 -5.44
Br 4.13 1.71 -5.43
H -1.52 -3.05 2.51
I 2.06 2.09 -2.63
O -0.99 2.17 0.19
C 3.81 -1.87 -2.47
C -3.89 0.42 0.99
Cl 3.20 0.25 2.25
C 3.92 0.25 -4.25
S -2.19 1.04 -3.17
C 4.50 -2.00 -3.67
Cl -0.13 3.52 5.01
Cl 2.52 1.85 4.87
C -0.24 2.07 1.24
C 3.15 -0.69 -2.18
```

Output
* energy: -198914.3699 eV
* highest occupied orbital energy (alpha / beta): -0.15942 / -0.15941 hartree
* LUMO level (alpha / beta): 2.18 / 0.03 eV
* 2S+1: 2
* gap between HOMO and LUMO (alpha / beta): 6.5 / 4.4 eV
* relative energy (zero: lowest compared OMol25 entry of this formula, charge and spin): 6.8 kcal/mol
* net charge: -1

Just the Mulliken charges please, in e? Sure, here they are: C -0.648; S -0.570; C 0.245; O -0.655; H 0.427; C 0.678; C -0.394; C -0.259; C 0.325; Sb 0.349; H 0.378; H 0.362; Cl -0.214; C 0.060; C -0.359; H 0.377; H 0.517; H 0.373; N -0.015; C -0.572; C -0.969; C 0.378; Tl 1.342; C -0.043; N -0.028; H 0.642; C -0.078; H 0.366; H 0.380; S -0.284; Br -0.183; H 0.198; I 0.305; O -0.986; C -0.835; C -0.543; Cl -0.236; C 0.104; S -0.540; C -0.470; Cl -0.238; Cl -0.239; C 0.543; C 0.009

3.
C19H10Cl5N2O2Rh | wB97M-V/def2-TZVPD

```
39
C19H10Cl5N2O2Rh wB97M-V/def2-TZVPD
C 0.60 -2.19 0.45
C 1.23 0.64 -1.71
H 1.82 3.78 1.34
Cl 0.60 0.68 3.59
H 0.73 -1.73 -2.92
C 1.85 4.32 -2.00
Cl -2.23 0.80 5.17
C -3.20 1.57 1.34
C 1.89 4.62 -0.65
C 1.76 3.60 0.27
Cl -4.57 1.97 0.43
H 0.14 -4.00 1.44
C 0.26 -3.53 0.48
C -0.25 -5.70 -0.82
O -0.39 -6.20 -1.90
C -0.96 0.97 2.82
H 2.03 5.64 -0.31
N 1.58 2.34 -0.12
H 1.64 2.72 -3.45
H 0.12 -4.11 -2.84
H -0.25 -5.92 1.12
Cl -4.80 1.47 3.49
C -0.86 1.14 1.47
C -1.96 1.46 0.70
C -3.30 1.35 2.73
C 0.76 -1.52 -0.76
C -2.16 1.05 3.49
C 0.26 -3.55 -1.93
Cl -1.79 1.70 -0.99
C 1.67 3.00 -2.40
O -0.40 -6.41 0.30
H 0.76 -1.66 1.38
Rh 1.05 0.80 1.07
C 0.09 -4.22 -0.72
H 1.10 0.30 -2.73
N 1.11 -0.14 -0.71
H 1.95 5.11 -2.74
C 1.52 2.03 -1.43
C 0.60 -2.21 -1.96
```

Output
* energy: -92543.4507 eV
* highest occupied orbital energy: -0.56106 hartree
* LUMO level: -9.03 eV
* gap between HOMO and LUMO: 6.2 eV
* net charge: +2

Just the Mulliken charges please, in e? Sure, here they are: C -0.268; C 0.231; H 0.480; Cl -0.079; H 0.296; C -0.310; Cl -0.125; C 0.241; C -0.715; C -0.140; Cl -0.119; H 0.222; C -1.331; C 0.617; O -0.491; C 0.883; H 0.429; N -0.054; H 0.451; H 0.497; H 0.287; Cl -0.097; C -0.003; C 0.045; C 0.321; C 1.607; C 0.021; C -1.219; Cl -0.103; C -0.629; O -0.453; H 0.462; Rh -0.166; C 0.760; H 0.416; N -0.084; H 0.484; C 0.230; C -0.594

4.
C19H12BF4NO11S | wB97M-V/def2-TZVPD

```
49
C19H12BF4NO11S wB97M-V/def2-TZVPD
H -0.52 -0.71 -5.08
H 4.23 5.04 6.23
H 4.52 2.77 5.26
H 0.89 -2.06 1.27
C -0.93 -4.32 -3.10
H 0.35 5.34 4.40
H -0.48 -2.59 -5.24
C 0.48 1.52 2.73
H -1.52 1.45 1.89
H 2.76 -1.01 2.52
H -1.81 -0.04 -1.53
C 1.82 -0.46 2.39
C 3.60 3.33 5.07
C 2.59 2.77 4.28
H 2.15 6.33 5.78
F 1.00 -0.88 -1.63
C 2.28 5.33 5.36
C 1.67 0.82 2.92
C -2.77 -3.12 -1.65
O 3.82 0.82 3.86
F 2.94 -0.76 -3.02
H -3.89 0.44 -4.27
F -4.87 -2.76 -4.08
B -2.35 -0.56 -3.43
O -2.35 -2.46 -0.56
C 1.26 4.77 4.58
O -0.54 -5.07 -4.34
C -0.43 -0.37 1.52
O -3.98 -4.01 -1.51
C 0.32 2.89 3.26
H -1.25 -0.84 0.98
S -3.32 -3.50 -4.41
C -2.01 -3.05 -3.14
O -2.97 -3.03 -5.87
N -1.35 -1.71 -3.34
C 3.44 4.61 5.61
C 2.77 1.43 3.70
C -0.58 0.92 2.03
O -3.58 -5.05 -4.49
F 1.08 0.62 -3.59
O -3.16 -0.19 -4.61
C 1.41 3.49 4.05
O -2.48 0.31 -2.21
C -0.34 -1.70 -4.45
O -0.43 -4.67 -1.88
C 0.77 -1.06 1.68
O 1.03 -1.84 -3.93
C 1.43 -0.72 -3.07
O -0.71 3.52 3.04
```

Output
* energy: -66288.8984 eV
* highest occupied orbital energy: -0.08241 hartree
* LUMO level: 2.18 eV
* gap between HOMO and LUMO: 4.4 eV
* net charge: -2

Just the Mulliken charges please, in e? Sure, here they are: H 0.309; H 0.373; H 0.439; H 0.510; C 0.273; H 0.443; H 0.319; C 0.484; H 0.462; H 0.432; H 0.274; C -0.651; C -0.529; C 0.148; H 0.375; F -0.165; C -0.418; C 0.287; C -0.017; O -0.699; F -0.296; H 0.298; F -0.348; B 0.519; O -0.544; C -0.535; O -0.710; C -0.564; O -0.739; C 0.487; H 0.783; S 1.397; C 0.389; O -0.663; N 0.518; C -0.429; C 0.598; C -0.770; O -0.583; F -0.261; O -0.535; C 0.146; O -0.601; C -0.605; O -0.663; C -0.698; O -0.279; C 0.729; O -0.691

Q: What is the formula in the fourth record?
A: C19H12BF4NO11S